Record 1
A 13-piece molecular cluster, C2H28ClN4O16 overall. Source: the OMol25 dataset; level of theory: the ωB97M-V functional and the def2-TZVPD basis.

Output
Total charge ... -1
F_max ... 0.109 Eh/bohr
HOMO level ... -5.84 eV

Each line ends with the Löwdin charge.
Geometry (Å):
Cl: 0.9204 0.1629 0.8552  0.58
O: 1.9872 -0.2981 1.7109  -0.39
O: 0.5500 1.4393 1.3964  -0.40
O: 1.2934 0.2137 -0.5291  -0.39
O: -0.2370 -0.6537 0.8613  -0.39
O: 2.1567 7.3728 2.6101  -0.05
H: 1.9461 8.3059 2.6462  0.02
H: 1.3514 6.9568 2.3025  0.03
O: -0.6127 -4.1487 6.1035  -0.05
H: -0.8997 -5.0314 6.3374  0.02
H: 0.0151 -4.2807 5.3931  0.03
O: -5.1343 0.9426 3.9878  -0.05
H: -4.6944 1.2132 3.1819  0.03
H: -5.7778 0.2934 3.7037  0.02
O: 7.6821 -0.4886 3.2429  -0.06
H: 6.8597 -0.7678 3.6453  0.03
H: 7.8279 -1.1159 2.5347  0.02
O: -3.6451 -1.0863 -4.4951  -0.05
H: -4.5950 -1.1853 -4.4301  0.02
H: -3.3291 -1.2094 -3.6001  0.03
O: -3.8639 -6.0435 -1.9723  -0.05
H: -3.6086 -5.6213 -1.1521  0.03
H: -3.8657 -6.9791 -1.7703  0.02
O: -1.2045 3.3452 6.9749  -0.06
H: -0.6658 3.1278 6.2141  0.03
H: -0.7987 4.1317 7.3394  0.02
O: 6.0010 4.5080 2.7453  -0.06
H: 5.3197 5.1504 2.9437  0.02
H: 5.6160 3.9511 2.0686  0.03
O: 5.9412 3.2118 -1.8000  -0.06
H: 5.0698 2.8419 -1.9415  0.03
H: 6.5351 2.4657 -1.8830  0.03
O: -4.3907 -4.8219 3.4835  -0.06
H: -5.1030 -4.2163 3.2780  0.03
H: -3.5933 -4.3283 3.2918  0.03
C: -2.7937 5.3432 -4.1778  -0.83
O: -2.0623 5.1028 -5.1041  0.04
N: -2.6147 4.9211 -2.9698  0.17
N: -3.7583 6.1999 -4.2717  0.15
H: -1.8907 4.2368 -2.8036  0.13
H: -3.2071 5.2646 -2.2273  0.11
H: -3.9283 6.6598 -5.1547  0.12
H: -4.3028 6.5198 -3.4835  0.10
C: 1.5419 -6.0060 -4.6862  -0.76
O: 1.0883 -4.9637 -5.1430  0.04
N: 2.3973 -6.0426 -3.6985  0.14
N: 1.2289 -7.2425 -5.0562  0.15
H: 2.3725 -6.8189 -3.0529  0.11
H: 2.7143 -5.1116 -3.4684  0.12
H: 1.8088 -7.8759 -4.5246  0.09
H: 0.3522 -7.5446 -5.4566  0.12

***

Record 2
C27H42BN9O8SSe3TeY as an isolated structure. Source: the OMol25 dataset; level of theory: the ωB97M-V functional and the def2-TZVPD basis.

Output
ΔE to the lowest compared entry with this formula, charge and spin ... 0.0 kcal per mole
Total charge ... -1
F_max ... 0.003 Eh/bohr
HOMO level ... -4.10 eV

Each line ends with the Löwdin charge.
Geometry (Å):
Y: -0.0215 1.0472 0.1843  1.13
Se: -1.0670 3.7612 0.2683  0.01
Se: 1.0910 4.6820 -0.0991  -0.17
Te: 2.7543 2.8100 -0.6068  0.28
Se: 4.4234 2.7484 1.2320  -0.26
C: 2.4987 -3.0886 -1.3098  -0.15
C: 3.4824 -3.8374 -2.2466  -0.15
N: 2.7624 -4.8309 -3.0499  -0.16
C: 1.6668 -4.1538 -3.7517  -0.15
C: 0.6512 -3.5740 -2.7334  -0.16
N: 1.1736 -3.7195 -1.3688  -0.14
C: 1.3184 -5.1450 -1.0653  -0.16
C: 2.1914 -5.8334 -2.1490  -0.16
H: 2.3800 -2.0454 -1.6005  0.10
H: 2.8471 -3.1108 -0.2749  0.10
H: 4.2538 -4.3626 -1.6776  0.11
H: 3.9860 -3.1448 -2.9239  0.11
H: 1.1913 -4.8716 -4.4246  0.11
H: 2.0997 -3.3613 -4.3653  0.12
H: -0.3067 -4.0982 -2.7851  0.11
H: 0.4648 -2.5153 -2.9202  0.10
H: 0.3222 -5.5932 -1.0158  0.10
H: 1.7760 -5.2340 -0.0755  0.11
H: 1.5989 -6.5269 -2.7511  0.11
H: 3.0083 -6.4024 -1.6986  0.11
O: -1.1618 -6.3015 1.4593  -0.05
C: -1.3321 -5.4662 2.5851  -0.24
N: -0.6089 -4.2257 2.4848  0.12
C: 0.7454 -4.2663 2.4318  -0.43
O: 1.3564 -5.3188 2.5863  0.05
C: 1.4482 -2.9833 2.1507  -0.11
C: 2.7898 -2.8328 2.4756  0.00
C: 3.4187 -1.6382 2.1719  -0.03
C: 2.6989 -0.6391 1.5316  -0.11
N: 1.4152 -0.7951 1.1932  0.02
C: 0.8109 -1.9346 1.5108  -0.08
H: -0.2094 -6.4570 1.3947  0.07
H: -1.0064 -5.9866 3.4882  0.13
H: -2.3940 -5.2398 2.6505  0.12
H: -1.1015 -3.3766 2.2490  0.10
H: 3.3093 -3.6516 2.9572  0.12
H: 4.4560 -1.4637 2.4213  0.11
H: 3.1612 0.3174 1.3027  0.00
H: -0.2308 -1.9873 1.2344  0.07
N: -3.1250 2.2356 -1.8342  0.10
C: -3.1991 0.9301 -1.5174  -0.67
N: -2.1850 0.1772 -1.2092  0.04
C: -2.5972 -1.1458 -1.0494  -0.30
C: -1.7589 -2.2284 -0.8033  -0.03
C: -2.3096 -3.4888 -0.6363  -0.08
C: -3.6856 -3.6928 -0.7392  -0.10
C: -4.5307 -2.6306 -1.0244  -0.11
C: -3.9735 -1.3695 -1.1750  -0.48
S: -4.7649 0.1295 -1.5732  1.07
H: -2.2626 2.7271 -1.5938  -0.04
H: -3.9621 2.7865 -1.7561  0.09
H: -0.6848 -2.0981 -0.7926  0.08
H: -1.6561 -4.3293 -0.4333  0.09
H: -4.0945 -4.6865 -0.6086  0.10
H: -5.5981 -2.7809 -1.1260  0.10
N: -0.2128 3.1754 3.4923  0.16
C: 0.9513 2.6260 3.0511  -0.66
N: 2.1014 2.9424 3.6802  0.16
O: 0.9616 1.7927 2.1293  -0.21
H: -0.1369 4.0302 4.0193  0.10
H: -0.9192 3.2052 2.7599  0.00
H: 2.1255 3.7881 4.2237  0.10
H: 2.9359 2.7548 3.1110  -0.06
C: -3.0165 -1.4618 4.8059  -0.01
C: -3.1636 -1.1173 3.3338  -0.49
C: -3.8714 -2.2524 2.6033  0.00
O: -1.8489 -0.9870 2.7537  0.01
B: -1.8410 0.0566 1.8044  -0.53
O: -3.0894 0.6964 1.8696  0.01
C: -3.8001 0.2690 3.0447  -0.50
C: -3.5149 1.2957 4.1370  -0.02
C: -5.2860 0.2367 2.7334  -0.01
H: -2.5457 -2.4420 4.9013  0.08
H: -3.9931 -1.5016 5.2956  0.09
H: -2.3919 -0.7360 5.3228  0.08
H: -3.3000 -3.1713 2.7443  0.07
H: -3.9377 -2.0471 1.5351  0.07
H: -4.8763 -2.4233 2.9950  0.09
H: -2.4490 1.3318 4.3654  0.08
H: -4.0693 1.0787 5.0529  0.09
H: -3.8164 2.2786 3.7724  0.09
H: -5.4899 -0.3679 1.8509  0.08
H: -5.6328 1.2517 2.5341  0.09
H: -5.8550 -0.1613 3.5779  0.09
O: 0.6353 0.1799 -3.7171  0.08
N: 0.4994 0.5150 -2.5644  -0.56
O: 0.7814 -0.2840 -1.6049  -0.18
O: 0.0776 1.6486 -2.2210  -0.17